(1)
The following is a DFT calculation (wB97M-V/def2-TZVPD) of a molecular structure, C16H32GeMgOSSe3 in a non-equilibrium geometry.

XYZ file:
```
55
Properties=species:S:1:pos:R:3
Mg 0.67 -0.04 0.40
C 4.55 -0.15 -0.37
Se 3.33 -0.45 1.21
C 3.53 1.32 2.18
C 2.45 2.27 1.78
Se 0.54 1.79 2.23
C -0.46 3.13 1.19
H 4.09 -0.88 -1.12
H 5.55 -0.24 -0.02
H 4.22 0.83 -0.68
H 4.52 1.70 1.98
H 3.46 0.93 3.23
H 2.33 2.30 0.68
H 2.63 3.35 2.12
H -0.14 3.17 0.11
H -0.39 4.09 1.69
H -1.52 2.75 1.16
C -3.11 -0.21 1.28
Ge -2.57 -0.99 3.00
C -3.82 -2.37 3.56
C -2.63 0.51 4.35
C -0.95 -2.04 2.94
Se -0.28 -2.55 1.06
C -1.76 -2.97 -0.13
H -3.73 0.68 1.50
H -3.86 -0.82 0.64
H -2.28 0.25 0.72
H -4.85 -2.08 3.45
H -3.66 -2.64 4.60
H -3.62 -3.18 2.86
H -3.61 0.77 4.62
H -2.12 1.44 4.08
H -2.16 0.13 5.26
H -0.79 -2.96 3.49
H -0.15 -1.37 3.33
H -1.40 -3.73 -0.84
H -2.11 -2.05 -0.56
H -2.60 -3.33 0.56
C -1.44 1.71 -3.31
S -0.76 0.23 -2.41
O -0.19 0.79 -1.10
C 0.58 -0.11 -3.53
C 0.81 -1.38 -3.95
C 1.80 -1.68 -4.88
C 2.68 -0.74 -5.31
C 2.43 0.59 -4.95
C 1.40 0.91 -4.01
H -0.68 2.49 -3.56
H -2.17 2.07 -2.58
H -1.87 1.32 -4.23
H 0.17 -2.15 -3.60
H 1.94 -2.69 -5.22
H 3.46 -1.06 -5.99
H 3.15 1.40 -5.31
H 1.37 1.95 -3.61
```

Output
orbital gap = 9.31 eV
spin multiplicity = 1
LUMO energy = -5.6352 eV
HOMO = -14.940 eV
charge = +2

***

(2)
The following is a DFT calculation (wB97M-V/def2-TZVPD) of a molecular structure, C16H32HfNO2PSi in a non-equilibrium geometry.

XYZ file:
```
54
Properties=species:S:1:pos:R:3
Hf 0.03 0.03 0.18
Si 2.59 0.16 -0.64
P -0.56 0.46 -2.45
N -0.16 -1.85 -0.43
H -0.28 2.95 1.85
C -2.31 0.78 -2.85
H -2.43 0.93 -3.94
H -2.65 1.67 -2.31
H -2.91 -0.08 -2.53
C 0.27 1.92 -3.17
H -0.09 2.06 -4.20
H 1.36 1.78 -3.17
H 0.03 2.81 -2.57
C -0.10 -0.91 -3.56
H -0.26 -0.62 -4.61
H -0.72 -1.78 -3.31
H 0.95 -1.18 -3.39
C 3.17 1.97 -0.42
H 2.88 2.32 0.59
H 2.71 2.61 -1.18
H 4.26 2.01 -0.51
H 3.51 -0.64 0.25
H 2.95 -0.22 -2.05
C -0.08 -3.17 -0.58
C -1.13 -5.38 -0.44
C -1.20 -4.01 -0.27
C 1.13 -3.81 -1.02
C 1.18 -5.18 -1.19
C 0.06 -5.97 -0.91
H -2.00 -6.00 -0.22
H -2.10 -3.52 0.12
H 2.01 -3.17 -1.19
H 2.11 -5.65 -1.54
H 0.10 -7.06 -1.06
C -0.87 3.08 0.93
O -0.71 1.88 0.18
C -2.31 3.24 1.37
H -2.65 4.28 1.30
H -2.41 2.95 2.42
H -3.01 2.63 0.79
C -0.27 4.29 0.22
H -0.95 4.70 -0.53
H 0.68 4.04 -0.28
H -0.06 5.08 0.94
C -1.07 0.63 4.13
C 0.00 -0.11 3.42
C 1.13 -0.74 4.15
O -0.02 -0.19 2.16
H -0.93 0.53 5.21
H -2.07 0.25 3.86
H -1.02 1.70 3.87
H 1.21 -1.82 3.92
H 2.08 -0.25 3.88
H 0.97 -0.62 5.23
```

Output
orbital gap (spin up / spin down) = 4.61 / 4.60 eV
spin multiplicity = 1
LUMO energy (spin up / spin down) = -1.2958 / -1.2978 eV
HOMO (spin up / spin down) = -5.903 / -5.901 eV

***

(3)
The following is a DFT calculation (wB97M-V/def2-TZVPD) of 3 unconnected molecules or ions with the total composition C16H32N5O3 in a non-equilibrium geometry.

XYZ file:
```
56
Properties=species:S:1:pos:R:3
C 5.43 -3.34 0.93
C 5.24 -2.15 -0.03
C 3.82 -1.55 0.01
C 2.94 -2.04 -1.16
C 2.05 -0.96 -1.79
C 1.10 -0.32 -0.83
C 1.46 0.86 -0.20
C 0.60 1.48 0.66
C -0.61 0.91 0.89
N -0.98 -0.22 0.29
C -2.31 -0.76 0.61
C -3.39 -0.41 -0.42
C -3.63 -1.55 -1.44
C -4.41 -2.68 -0.82
O -5.75 -2.27 -0.60
C -0.12 -0.81 -0.55
H 4.99 -3.17 1.91
H 6.49 -3.54 1.03
H 4.97 -4.23 0.51
H 5.48 -2.53 -1.03
H 6.00 -1.41 0.20
H 3.95 -0.46 0.02
H 3.39 -1.88 0.95
H 3.61 -2.37 -1.95
H 2.39 -2.92 -0.84
H 1.45 -1.45 -2.56
H 2.66 -0.21 -2.29
H 2.42 1.30 -0.42
H 0.87 2.40 1.14
H -1.30 1.36 1.58
H -2.59 -0.43 1.61
H -2.24 -1.85 0.67
H -4.32 -0.29 0.13
H -3.19 0.55 -0.91
H -2.66 -1.98 -1.72
H -4.16 -1.17 -2.31
H -4.41 -3.52 -1.52
H -3.94 -3.04 0.11
H -6.24 -3.02 -0.23
H -0.45 -1.73 -1.02
C 1.94 4.64 -3.19
O 2.30 5.37 -4.09
N 1.32 5.12 -2.06
N 2.11 3.28 -3.23
H 1.01 4.54 -1.31
H 1.18 6.11 -2.01
H 2.56 2.90 -4.04
H 1.82 2.66 -2.50
C -3.46 1.73 3.89
O -3.12 0.86 3.09
N -4.61 1.64 4.61
N -2.72 2.85 4.12
H -4.91 2.33 5.27
H -5.18 0.83 4.47
H -1.86 2.95 3.60
H -2.98 3.57 4.77
```

Output
energy relative to the best compared isomer or geometry (same formula, charge and spin) = 0.00 kcal per mole
orbital gap = 8.26 eV
spin multiplicity = 1
LUMO energy = -3.8314 eV
HOMO = -12.091 eV
charge = +1

***

(4)
The following is a DFT calculation (wB97M-V/def2-TZVPD) of 6 unconnected molecules or ions with the total composition C16H32O22S4 in a non-equilibrium geometry.

XYZ file:
```
74
Properties=species:S:1:pos:R:3
C 21.00 -6.61 14.75
C 21.92 -5.64 13.99
O 22.75 -4.75 14.81
C 22.44 -3.50 15.20
O 21.37 -2.97 14.97
O 23.42 -2.96 15.83
C 23.29 -1.58 16.33
H 20.35 -5.98 15.36
H 21.59 -7.26 15.39
H 20.39 -7.29 14.15
H 21.26 -5.03 13.38
H 22.52 -6.26 13.33
H 24.29 -1.46 16.75
H 22.60 -1.54 17.17
H 23.01 -0.78 15.64
C 20.62 -10.01 11.29
C 21.29 -8.71 10.68
O 22.57 -9.10 10.37
C 23.62 -8.98 11.25
O 23.46 -8.64 12.42
O 24.82 -9.30 10.77
C 25.94 -9.57 11.55
H 19.55 -9.94 11.13
H 20.70 -10.16 12.37
H 20.98 -10.85 10.68
H 21.25 -7.86 11.36
H 20.68 -8.49 9.80
H 25.77 -9.53 12.62
H 26.85 -9.00 11.35
H 26.29 -10.51 11.12
C 21.53 -5.83 8.63
C 22.27 -5.01 7.52
O 23.07 -5.86 6.67
S 23.55 -7.09 7.58
O 24.74 -6.81 8.31
O 23.51 -8.37 6.82
O 22.21 -7.08 8.54
H 20.46 -5.92 8.43
H 21.77 -5.53 9.64
H 22.90 -4.24 7.97
H 21.58 -4.43 6.91
C 16.13 -10.76 11.31
C 16.54 -9.26 10.97
O 15.35 -8.56 10.80
S 14.04 -9.60 10.54
O 13.81 -9.75 9.07
O 12.85 -9.21 11.34
O 14.80 -10.93 11.16
H 16.48 -11.23 12.23
H 16.44 -11.50 10.57
H 17.00 -9.28 9.98
H 17.20 -9.01 11.80
C 29.65 -10.68 10.46
C 31.23 -10.71 10.75
O 31.46 -10.24 12.02
S 30.21 -9.28 12.61
O 30.24 -7.98 11.96
O 30.00 -9.41 14.06
O 29.09 -10.19 11.70
H 29.27 -11.67 10.22
H 29.38 -9.94 9.70
H 31.81 -10.28 9.93
H 31.59 -11.74 10.76
C 28.71 -15.94 12.97
C 27.89 -16.51 11.86
O 26.96 -15.50 11.37
S 26.83 -14.34 12.57
O 25.86 -14.79 13.56
O 26.56 -13.09 11.85
O 28.40 -14.58 13.02
H 29.77 -16.03 12.72
H 28.57 -16.46 13.92
H 27.37 -17.44 12.09
H 28.55 -16.73 11.03
```

Output
energy relative to the best compared isomer or geometry (same formula, charge and spin) = 100.29 kcal per mole
orbital gap = 10.54 eV
spin multiplicity = 1
LUMO energy = 0.1946 eV
HOMO = -10.348 eV

***

(5)
The following is a DFT calculation (wB97M-V/def2-TZVPD) of a molecular structure, C16H33BF4N4O6PS3TeTl.

XYZ file:
```
70
Properties=species:S:1:pos:R:3
Tl 0.41 0.29 0.04
C -2.16 -2.64 3.53
O -0.79 -3.03 3.56
C 0.04 -2.19 2.90
O -0.27 -1.08 2.54
N 1.25 -2.76 2.73
N 2.20 -2.24 1.83
H -2.67 -3.29 4.23
H -2.57 -2.77 2.53
H -2.27 -1.59 3.83
H 1.32 -3.75 2.89
H 1.78 -2.21 0.91
H 2.43 -1.29 2.11
S 2.66 1.41 2.35
C 2.62 2.56 1.09
N 1.59 3.23 0.68
C 1.92 4.19 -0.36
C 3.16 3.70 -1.10
S 4.13 2.94 0.21
H -0.29 2.84 1.01
H 2.12 5.17 0.10
H 1.07 4.31 -1.03
H 3.71 4.51 -1.58
H 2.91 2.94 -1.84
S -0.19 3.62 -4.15
C -1.53 3.84 -3.11
C -1.54 2.87 -2.16
N -0.52 1.96 -2.25
C 0.27 2.23 -3.24
H -2.22 4.66 -3.23
H -2.25 2.78 -1.35
H 1.14 1.65 -3.50
C 1.35 -5.49 0.40
C 0.38 -4.91 -0.61
O -0.04 -3.64 -0.15
P -1.45 -3.03 -0.72
O -1.46 -1.62 -0.26
Te -3.24 -4.47 -0.15
O -1.25 -3.15 -2.31
C -0.23 -2.34 -2.93
C -0.86 -1.28 -3.79
H 1.71 -6.46 0.05
H 0.85 -5.63 1.36
H 2.21 -4.84 0.53
H -0.50 -5.56 -0.73
H 0.86 -4.79 -1.58
H 0.40 -3.01 -3.51
H 0.41 -1.88 -2.17
H -1.49 -1.74 -4.56
H -0.08 -0.69 -4.27
H -1.48 -0.62 -3.18
C -2.84 1.25 2.07
C -1.91 2.44 2.17
C -0.92 2.26 3.31
C -2.71 3.74 2.35
O -1.22 2.52 0.93
H -3.47 1.17 2.96
H -2.28 0.32 1.97
H -3.49 1.35 1.20
H -1.45 2.19 4.27
H -0.22 3.10 3.36
H -0.33 1.35 3.18
H -3.29 3.71 3.28
H -3.39 3.87 1.51
H -2.03 4.59 2.39
F 2.90 -1.57 -3.84
B 3.23 -0.32 -3.31
F 2.77 0.69 -4.20
F 4.60 -0.20 -3.14
F 2.56 -0.15 -2.08
```

Output
orbital gap = 6.18 eV
spin multiplicity = 1
LUMO energy = 3.8253 eV
HOMO = -2.357 eV
charge = -2

***

(6)
The following is a DFT calculation (wB97M-V/def2-TZVPD) of a molecular structure, C16H33BN2OP2Pt in a non-equilibrium geometry.

XYZ file:
```
56
Properties=species:S:1:pos:R:3
Pt 0.07 0.04 -0.09
P -1.84 0.98 -1.39
P 1.95 -0.91 1.24
N 0.90 -0.38 -1.61
H -2.31 1.90 2.05
C -1.91 2.82 -1.67
H -2.79 3.12 -2.26
H -0.99 3.13 -2.19
H -1.93 3.33 -0.69
C -3.53 0.65 -0.72
H -4.31 1.20 -1.29
H -3.57 0.95 0.34
H -3.73 -0.43 -0.78
C -1.94 0.32 -3.10
H -2.87 0.63 -3.60
H -1.88 -0.78 -3.06
H -1.07 0.69 -3.68
C 3.27 0.23 1.90
H 4.07 -0.32 2.42
H 2.80 0.95 2.59
H 3.70 0.79 1.05
C 1.48 -1.84 2.77
H 2.37 -2.19 3.33
H 0.86 -2.71 2.48
H 0.88 -1.18 3.42
C 2.94 -2.14 0.29
H 3.69 -2.64 0.93
H 3.44 -1.62 -0.54
H 2.25 -2.89 -0.13
C 1.49 -0.68 -2.81
C 2.86 -0.06 -4.74
C 2.27 0.27 -3.51
C 1.32 -1.98 -3.37
C 1.91 -2.29 -4.59
C 2.69 -1.34 -5.28
H 3.46 0.68 -5.27
H 2.40 1.27 -3.08
H 0.72 -2.70 -2.82
H 1.78 -3.30 -5.02
H 3.15 -1.60 -6.24
C -1.28 1.72 2.43
O -0.58 0.97 1.48
C -0.60 3.08 2.61
H -0.60 3.37 3.68
H -1.11 3.87 2.03
H 0.45 3.03 2.27
C -1.37 0.93 3.74
H -0.52 1.16 4.40
H -1.38 -0.15 3.53
H -2.31 1.18 4.27
B -2.77 -1.71 3.44
C -1.84 -1.13 2.28
N -1.10 -0.68 1.37
H -2.12 -2.09 4.38
H -3.36 -2.66 3.02
H -3.58 -0.90 3.78
```

Output
energy relative to the best compared isomer or geometry (same formula, charge and spin) = 87.06 kcal per mole
orbital gap (spin up / spin down) = 5.64 / 7.63 eV
expectation value of S² = 6.0675
spin multiplicity = 5
LUMO energy (spin up / spin down) = 0.4630 / -0.9723 eV
HOMO (spin up / spin down) = -5.180 / -8.600 eV

***

(7)
The following is a DFT calculation (wB97M-V/def2-TZVPD) of a gas-phase ion, C16H33ClFNO8PS2 (charge +1) in a non-equilibrium geometry.

XYZ file:
```
63
Properties=species:S:1:pos:R:3
C 2.17 -0.35 2.54
P 1.65 -1.92 1.77
C 0.66 -2.93 2.93
C 0.66 -1.60 0.15
C 1.36 -2.56 -0.83
O 1.53 -3.78 -0.19
O 2.87 -4.18 -0.33
C -0.83 -2.05 0.34
C -1.35 -3.29 -0.35
C -2.88 -3.24 -0.30
F -3.40 -4.50 -0.35
O -1.53 -0.94 -0.36
C -0.87 0.19 -0.03
S -1.00 0.67 1.75
C -1.49 1.33 -0.86
C -2.86 1.76 -0.37
C -3.60 2.43 -1.53
C -4.68 3.42 -1.09
S -5.75 2.80 0.20
O -5.03 2.67 1.41
O -6.93 3.57 0.28
Cl -6.23 0.93 -0.53
N 0.58 -0.18 -0.32
C 1.09 0.14 -1.68
O 1.21 1.53 -1.80
C 2.54 1.97 -1.80
O 3.12 1.69 -0.56
C 4.50 2.09 -0.56
C 5.08 1.83 0.80
O 5.55 0.49 0.82
H 1.42 0.19 3.11
H 2.53 0.30 1.75
H 3.03 -0.56 3.16
H -0.05 -3.58 2.44
H 0.14 -2.31 3.65
H 1.35 -3.56 3.47
H 0.84 -2.66 -1.78
H 2.34 -2.16 -1.05
H 3.33 -3.73 0.40
H -1.26 -2.00 1.34
H -1.07 -3.36 -1.39
H -1.08 -4.17 0.21
H -3.23 -2.68 -1.16
H -3.22 -2.71 0.58
H -0.40 1.88 1.74
H -1.53 1.05 -1.91
H -0.84 2.19 -0.80
H -3.41 0.94 0.05
H -2.77 2.51 0.41
H -4.03 1.70 -2.20
H -2.87 3.03 -2.05
H -4.25 4.35 -0.73
H -5.32 3.61 -1.94
H 1.12 0.47 0.28
H 0.37 -0.21 -2.41
H 2.05 -0.31 -1.85
H 3.12 1.52 -2.61
H 2.53 3.04 -1.95
H 5.03 1.50 -1.31
H 4.54 3.15 -0.79
H 5.85 2.56 1.02
H 4.25 1.91 1.50
H 5.34 0.10 1.68
```

Output
orbital gap = 9.07 eV
spin multiplicity = 1
LUMO energy = -2.4240 eV
HOMO = -11.492 eV
charge = +1

***

(8)
The following is a DFT calculation (wB97M-V/def2-TZVPD) of 2 unconnected molecules or ions with the total composition C16H33ClNOP in a non-equilibrium geometry.

XYZ file:
```
53
Properties=species:S:1:pos:R:3
C 2.88 -3.20 1.79
C 2.18 -2.62 0.55
C 1.80 -3.74 -0.45
C 0.95 -1.80 0.99
C 1.28 -0.34 1.35
C 0.32 0.70 0.74
P 0.77 2.30 1.60
C 2.59 2.51 1.37
C 0.01 3.62 0.61
C 0.62 0.79 -0.79
C -0.52 0.57 -1.80
C -0.27 1.48 -3.02
C -0.51 -0.86 -2.37
N -1.83 0.95 -1.23
O -2.07 2.21 -1.32
C -2.25 0.33 0.06
C -2.70 -1.14 -0.14
C -3.51 1.08 0.54
C -1.16 0.43 1.15
H 2.45 -4.17 2.05
H 3.95 -3.30 1.66
H 2.70 -2.55 2.65
H 2.91 -1.96 0.07
H 0.85 -3.54 -0.95
H 1.74 -4.71 0.05
H 2.56 -3.85 -1.22
H 0.54 -2.30 1.87
H 0.17 -1.86 0.23
H 1.30 -0.24 2.44
H 2.29 -0.13 1.00
H 2.97 2.27 0.37
H 3.08 1.90 2.12
H 2.80 3.55 1.60
H 0.06 4.55 1.19
H -1.05 3.38 0.46
H 0.46 3.81 -0.37
H 1.44 0.11 -1.02
H 1.01 1.79 -0.99
H -1.14 1.49 -3.66
H 0.00 2.49 -2.72
H 0.57 1.05 -3.58
H 0.50 -1.07 -2.72
H -1.17 -0.93 -3.23
H -0.75 -1.63 -1.64
H -3.25 -1.25 -1.07
H -3.38 -1.39 0.67
H -1.88 -1.86 -0.10
H -4.25 1.29 -0.23
H -3.26 2.03 1.01
H -4.01 0.47 1.30
H -1.47 1.21 1.85
H -1.18 -0.50 1.73
Cl -6.16 2.61 -0.44
```

Output
orbital gap (spin up / spin down) = 6.02 / 6.02 eV
expectation value of S² = 0.7541
spin multiplicity = 2
LUMO energy (spin up / spin down) = 2.4337 / 2.4335 eV
HOMO (spin up / spin down) = -3.586 / -3.587 eV
charge = -1

***

Number 1: M 606.3 u. Number 2: M 508.0 u. Number 3: M 342.5 u. Number 4: M 704.7 u. Number 5: M 923.4 u. Number 6: M 537.3 u. Number 7: M 517.0 u. Number 8: M 321.9 u.